Record 1
One molecule with the formula C6H12ClN3O2S, computed with wB97M-V/def2-TZVPD.

Structure (XYZ):
```
25
Properties=species:S:1:pos:R:3:forces:R:3
C 1.27971 1.99132 0.40460 -1.6 -0.8 -0.3
C -0.08278 2.37036 1.30238 -2.1 0.5 -3.1
C -1.27820 0.46525 0.43443 2.5 0.3 2.2
C 0.90352 -2.01782 0.39581 1.3 -1.6 -0.3
C -0.48521 -2.08824 -1.47687 -0.3 -1.1 -2.2
C -1.82816 1.02546 -0.72700 -2.4 0.4 -1.3
N 1.36089 1.06826 -0.36149 -0.4 -0.7 -0.4
N -0.72972 1.16697 1.41945 -0.9 -3.3 3.6
N -0.45247 -2.02038 -0.07929 -1.0 -0.5 2.4
O -2.94646 -1.45461 0.34374 1.3 -0.4 -0.6
O -1.36681 -1.36372 2.19000 1.1 -0.4 1.2
S -1.59830 -1.20845 0.79909 -1.2 -0.2 -1.2
Cl -3.12069 2.24449 -0.24404 0.4 0.0 -0.5
H 1.92898 2.75762 0.58099 2.2 2.1 0.5
H 0.09235 2.83262 2.22614 0.6 0.5 1.2
H -0.75389 3.07752 0.62952 1.7 -1.2 1.2
H 0.96358 -1.80569 1.39842 -0.3 -0.1 2.7
H 1.53907 -2.95658 0.20685 -1.5 1.0 0.1
H 1.45722 -1.20363 0.04058 0.7 1.2 -1.4
H -0.22219 -1.12320 -1.94040 -0.1 -0.3 -0.2
H 0.32508 -2.82635 -1.67936 -0.6 0.6 -0.5
H -1.42648 -2.54322 -1.87030 0.6 0.7 0.3
H -2.38164 0.26585 -1.23184 -0.6 -0.6 -0.3
H -1.17297 1.36249 -1.47023 1.1 1.4 -0.6
H -0.57010 0.48084 2.31583 -0.3 2.3 -2.6
```
Positions in Å, forces in eV/Å.

Results
- E_HOMO (alpha / beta): -8.476 / -7.518 eV
- Total charge: 0
- LUMO level (alpha / beta): -0.54 / -0.84 eV

natural (NBO) atomic charge list, values in e, 4 entries: C -0.028; C -0.293; C -0.115; C -0.434

Record 2
C32H56N3OP2Ti as an isolated structure, computed with wB97M-V/def2-TZVPD.

Structure (XYZ):
```
95
Properties=species:S:1:pos:R:3:forces:R:3
C -1.09886 -0.20325 -2.77740 -0.1 0.4 -0.6
C -1.86011 1.15899 -1.03258 0.3 -0.3 1.0
C -1.91216 0.45934 -3.69360 0.5 -0.9 0.0
C -2.61808 1.93001 -1.93078 -0.2 0.2 -0.7
C -2.63563 1.57806 -3.27947 0.0 0.6 0.8
H -1.96435 0.08229 -4.71472 -0.2 0.1 0.3
H -3.20077 2.77440 -1.54860 0.0 -0.5 -0.2
H -3.25593 2.12673 -3.99090 0.2 -0.1 0.3
N -0.92306 0.28793 -1.53375 -0.7 -0.8 0.9
P 1.03339 -1.94814 -2.10341 0.2 -0.8 -0.7
P -0.77275 2.19290 1.91678 1.7 -0.9 0.1
C -0.43514 -1.53600 -3.11186 -0.4 0.0 -0.6
H -1.13395 -2.37665 -2.96843 -0.1 0.5 -0.1
H -0.16463 -1.51536 -4.17440 -0.2 -0.2 0.2
C 1.44566 -0.76906 1.61900 2.2 -0.5 4.8
O 1.92648 -0.80795 2.68754 -1.6 0.2 -3.6
C -2.22411 1.07964 0.40314 -1.2 0.8 -2.1
H -3.13987 1.64612 0.58926 0.3 -0.1 -0.3
C -1.90434 2.54323 3.37345 -0.1 0.7 0.4
C 0.87396 3.13349 2.15125 -0.4 0.6 0.2
C 0.89207 -3.67333 -1.34816 0.1 -0.1 -0.7
C 2.36120 -1.77854 -3.41219 0.1 -0.3 0.2
C -1.63776 1.43085 4.41379 -0.1 0.1 0.1
H -0.62732 1.47082 4.84142 -0.2 0.0 -0.2
H -2.36117 1.53297 5.23897 0.2 0.0 -0.2
H -1.78463 0.43793 3.96325 0.1 0.2 0.1
C -1.75341 3.96012 3.94774 0.0 0.0 0.3
H -0.77715 4.17504 4.38907 -0.3 0.1 -0.1
H -1.98125 4.68998 3.15872 0.1 -0.1 0.3
H -2.51785 4.08403 4.73107 0.3 0.0 -0.1
C -3.39230 2.49282 3.00237 0.2 -0.5 -0.4
H -3.98151 2.53242 3.92970 0.1 0.0 -0.3
H -3.70193 3.32488 2.35708 0.1 -0.1 0.1
H -3.59945 1.55858 2.49031 -0.2 0.3 0.2
C 1.45034 2.94640 3.56355 0.1 0.2 0.2
H 1.75888 1.90154 3.71028 -0.1 0.2 0.0
H 2.35636 3.56628 3.65156 -0.2 -0.1 0.0
H 0.78603 3.21492 4.38825 0.2 0.0 -0.3
C 1.97032 2.61355 1.21489 -0.2 -0.2 -0.1
H 2.23765 1.57839 1.44518 -0.1 0.2 0.1
H 1.69312 2.65831 0.15853 -0.1 0.1 0.1
H 2.88702 3.21667 1.34390 -0.4 0.0 0.0
C 0.56240 4.57442 1.72566 0.4 0.5 0.1
H -0.05100 5.12325 2.44509 0.2 -0.2 -0.2
H 1.49702 5.13760 1.58838 -0.1 0.0 0.0
H 0.03411 4.56808 0.76079 0.2 0.1 0.2
C 3.73281 -2.04089 -2.77494 0.2 0.0 -0.3
H 4.48636 -1.95573 -3.57373 -0.1 0.0 0.3
H 3.96790 -1.30392 -1.99668 0.0 -0.3 -0.2
H 3.81647 -3.05152 -2.35077 0.0 0.3 -0.1
C 2.31376 -0.34424 -3.96863 0.1 -0.1 -0.1
H 1.34658 -0.09847 -4.42121 0.2 0.0 0.1
H 2.54988 0.40306 -3.20857 -0.1 -0.1 -0.2
H 3.06896 -0.28243 -4.76448 -0.1 0.1 0.2
C 2.16298 -2.74226 -4.59781 0.3 0.0 -0.1
H 2.91064 -2.46172 -5.35414 -0.2 -0.1 0.1
H 2.34223 -3.78877 -4.33486 -0.1 0.4 -0.1
H 1.17380 -2.65860 -5.06249 0.2 0.0 0.1
C -0.54523 -3.89377 -0.85244 0.0 0.0 0.1
H -1.25423 -3.96341 -1.69027 0.1 0.0 0.3
H -0.56158 -4.85771 -0.32147 -0.1 0.2 -0.1
H -0.88671 -3.12277 -0.14202 0.1 -0.2 -0.3
C 1.86919 -3.75154 -0.15662 0.0 -0.1 0.1
H 1.72041 -2.95489 0.59757 0.0 -0.5 -0.4
H 1.69634 -4.71783 0.34038 0.1 0.2 -0.1
H 2.91764 -3.72081 -0.48394 -0.3 0.0 0.1
C 1.22561 -4.79032 -2.34627 -0.1 -0.4 0.3
H 0.60091 -4.73760 -3.24800 0.2 0.0 0.2
H 2.28865 -4.80918 -2.62053 -0.3 0.0 0.1
H 1.00362 -5.74743 -1.84935 0.1 0.1 -0.2
Ti 0.43042 -0.64453 -0.14694 -1.5 1.5 1.3
N -1.06895 -0.89352 0.94966 0.3 0.5 -1.5
C -2.17926 -0.21603 0.95865 -0.1 -1.5 0.9
C -3.46374 -1.01096 1.34930 0.1 0.3 0.1
C -4.73769 -0.21682 1.58150 -0.6 -0.1 0.3
C -3.78926 -1.81490 0.08559 0.2 -0.3 -0.4
C -3.19570 -1.89051 2.57713 0.0 -0.2 0.0
H -4.81882 0.26267 2.55221 0.1 0.0 0.0
H -4.93060 0.51197 0.79578 0.0 0.1 0.0
H -5.56376 -0.93457 1.56445 0.0 0.1 -0.1
H -2.96787 -2.48153 -0.20810 -0.2 0.2 0.0
H -4.68590 -2.42987 0.24129 0.2 0.1 0.0
H -3.99218 -1.09698 -0.73087 0.1 -0.4 0.1
H -3.79703 -2.80823 2.54506 0.0 0.2 0.0
H -2.14081 -2.17558 2.64061 -0.2 0.0 -0.1
H -3.46733 -1.34347 3.48919 0.1 -0.2 -0.1
C 5.46452 1.41253 0.14038 0.0 -0.1 0.3
C 4.56656 1.37385 -1.11648 1.4 0.1 -0.4
C 3.32891 0.68232 -0.91289 -3.5 0.2 0.8
N 2.20675 0.40959 -0.72755 3.1 0.5 -0.6
H 4.97147 1.95346 0.95921 0.1 -0.2 -0.3
H 6.41479 1.91463 -0.07506 -0.3 -0.1 -0.1
H 5.69568 0.39676 0.48777 -0.1 0.3 -0.1
H 4.32219 2.39539 -1.45795 0.0 -0.4 0.1
H 5.09506 0.86236 -1.94035 -0.1 0.3 0.2
```
Positions in Å, forces in eV/Å.

Results
- E_HOMO (alpha / beta): -8.605 / -8.699 eV
- Total charge: +1
- Multiplicity: 3
- LUMO level (alpha / beta): -3.25 / -3.10 eV

Löwdin atomic charge list, values in e, 4 entries: C -0.306; C -0.245; C -0.031; C -0.012

Record 3
C35H38ClN3O2PdS5 as an isolated structure, computed with wB97M-V/def2-TZVPD.

Structure (XYZ):
```
85
Properties=species:S:1:pos:R:3:forces:R:3
Pd 0.08255 0.75937 0.33788 1.6 0.0 -0.9
C 5.06095 2.04267 -0.47042 0.6 -0.7 -0.2
N 4.06185 2.97417 -0.01992 -1.0 0.4 0.4
C 4.31885 4.13667 0.65328 -0.2 0.5 0.1
C 3.13475 4.72297 0.94128 0.4 0.1 0.2
N 2.14005 3.90647 0.44948 0.8 -0.5 0.0
C 2.72695 2.83007 -0.14072 -0.1 -0.1 -0.1
S 1.97205 1.62067 -1.05352 -0.5 -0.6 0.2
C 0.76775 4.21147 0.45168 -0.3 0.2 -0.2
C 0.39145 5.53107 0.22218 -0.1 -0.3 0.1
C -0.95675 5.84047 0.20678 0.0 -0.3 0.1
C -1.87215 4.82837 0.45608 0.1 -0.1 0.1
C -1.39975 3.54507 0.68338 -0.3 0.3 -0.1
N -0.10465 3.22477 0.66168 0.0 -1.0 0.0
H 5.99405 2.57497 -0.64962 -0.1 0.0 0.0
H 4.73375 1.55837 -1.38842 0.0 0.1 0.0
H 5.22945 1.27097 0.28648 -0.1 0.1 -0.1
H 5.31975 4.45427 0.86478 0.1 0.1 0.1
H 2.92285 5.62727 1.47088 0.0 0.2 0.1
H 1.13645 6.28617 0.03268 0.1 0.0 -0.1
H -1.27995 6.84877 0.00298 -0.1 0.1 0.0
H -2.93025 5.03227 0.47228 -0.1 0.0 0.0
H -2.07735 2.72647 0.89298 -0.1 0.1 -0.1
Cl -2.33625 -4.99173 3.43608 0.2 0.6 0.0
C -1.80475 -3.36893 3.30258 0.1 -0.2 -0.1
C -2.73895 -2.33223 3.19718 -0.3 0.4 0.0
C -2.31225 -1.03943 3.02098 -0.4 -0.2 0.2
C -0.92655 -0.71373 2.95318 0.4 0.9 -0.4
C -0.46955 0.60397 2.74798 -0.3 -1.3 1.4
C -0.01155 -1.78933 3.13238 0.2 -0.3 0.1
C -0.43595 -3.07903 3.30338 0.3 0.0 0.1
H -3.79135 -2.56373 3.27218 -0.1 0.0 0.0
H -3.04485 -0.24693 2.98438 0.0 0.1 0.0
H 0.54925 0.83537 3.05878 0.0 0.0 -0.6
H -1.19135 1.41217 2.84248 0.0 0.0 -0.5
H 1.04315 -1.56863 3.15488 0.1 0.0 -0.1
H 0.27235 -3.87933 3.44988 0.1 0.0 0.0
C -4.42515 2.65357 -0.80532 0.0 0.0 0.2
C -4.72205 1.68127 0.33158 0.1 0.0 -0.2
C -4.42905 0.24007 -0.06012 0.7 -0.1 0.3
S -2.64285 -0.20963 0.17208 -2.4 -0.9 -0.5
O -1.86325 0.58687 -0.84362 0.7 0.4 0.1
C -2.69125 -1.96383 -0.38372 0.3 0.2 0.2
C -2.60065 -2.22293 -1.87862 -0.1 0.3 -0.2
C -3.77185 -1.70663 -2.70892 0.2 -0.1 0.0
H -4.58165 3.67687 -0.47672 -0.1 0.1 0.0
H -5.09805 2.46767 -1.63852 0.0 0.0 -0.1
H -3.40325 2.54427 -1.16232 0.0 0.0 -0.1
H -5.78015 1.75637 0.59438 0.1 0.0 0.1
H -4.15125 1.94247 1.22778 -0.1 0.0 0.1
H -4.71115 0.05397 -1.09122 0.0 -0.2 0.0
H -4.94325 -0.45493 0.60138 -0.1 -0.2 0.0
H -3.59525 -2.38103 0.05238 -0.2 0.0 0.1
H -1.82295 -2.40043 0.11048 0.0 0.0 0.1
H -2.52365 -3.30663 -2.00632 0.1 0.1 0.1
H -1.67255 -1.79003 -2.25232 0.1 -0.1 0.0
H -4.72615 -1.96853 -2.25422 -0.1 0.0 0.0
H -3.74355 -2.16133 -3.69702 0.0 0.0 -0.1
H -3.71455 -0.62853 -2.84862 -0.1 0.1 0.0
O 0.33385 -1.40283 0.09618 -1.8 2.4 0.7
C 1.42225 -1.89093 -0.54632 2.3 0.0 -0.3
C 1.71475 -1.19813 -1.85982 0.1 0.0 -0.5
C 0.85215 -0.49243 -2.65982 0.0 -0.7 0.4
C 1.45445 -0.07073 -3.86052 0.5 0.1 -0.4
C 2.76385 -0.45193 -3.95472 -0.3 0.1 0.0
S 3.29615 -1.31613 -2.57842 -0.7 0.2 0.0
C 2.67685 -1.73403 0.32248 -0.3 0.0 0.1
C 3.81545 -2.47993 0.34058 -0.3 0.4 0.0
C 4.76775 -1.98863 1.26178 0.2 0.3 0.1
C 4.33255 -0.89433 1.93348 -0.2 0.1 0.2
S 2.73615 -0.43273 1.45648 0.9 -0.5 0.1
C 1.30515 -3.37903 -0.79862 -0.6 -0.1 0.1
C 1.42495 -4.05553 -1.98012 -0.2 0.5 0.4
C 1.36085 -5.44873 -1.81062 -0.1 -0.6 0.7
C 1.19755 -5.80963 -0.50032 0.0 0.0 -0.4
S 1.10205 -4.46053 0.54468 0.0 0.1 -0.7
H -0.17465 -0.28663 -2.39202 0.0 -0.1 0.0
H 0.93905 0.48347 -4.62642 0.0 0.1 -0.1
H 3.44355 -0.28373 -4.76902 0.1 0.1 -0.1
H 3.98585 -3.33953 -0.28142 -0.1 -0.2 -0.1
H 5.73265 -2.43693 1.40738 0.2 -0.1 0.1
H 4.83355 -0.34203 2.70358 0.2 0.1 0.2
H 1.54445 -3.57553 -2.93512 0.1 0.1 -0.1
H 1.43985 -6.15233 -2.61982 0.0 -0.2 -0.1
H 1.13875 -6.80163 -0.09652 -0.1 -0.2 0.1
```
Positions in Å, forces in eV/Å.

Results
- E_HOMO (alpha / beta): -12.692 / -12.685 eV
- Total charge: +2
- LUMO level (alpha / beta): -8.39 / -8.39 eV

Löwdin atomic charge list, values in e, 4 entries: Pd 0.725; C 0.007; N -0.093; C 0.007

Record 4
C9H4N7RuS2 as an isolated structure, computed with wB97M-V/def2-TZVPD.

Structure (XYZ):
```
23
Properties=species:S:1:pos:R:3:forces:R:3
Ru 0.24434 -0.08596 -0.32711 -0.1 0.1 -0.1
S -0.11977 2.19700 -0.45563 0.0 0.0 0.0
C 0.77089 2.69844 -1.82986 0.0 0.0 0.0
C 0.66659 4.06939 -2.20818 0.1 0.0 0.0
N 0.58617 5.17636 -2.50663 0.0 0.0 0.0
C 1.58209 1.82450 -2.52353 0.0 0.1 0.0
S 1.70486 0.18951 -2.08744 0.0 -0.1 0.0
C 2.36408 2.27104 -3.63482 0.0 0.0 0.0
N 2.98824 2.62628 -4.53090 0.0 0.0 0.0
N 3.92282 -4.99173 1.27594 0.0 0.0 0.0
C 2.97158 -4.52835 0.81834 0.0 0.1 0.1
N 1.84781 -4.05230 0.31250 0.0 -0.1 -0.1
C 1.40323 -2.92995 0.12669 0.0 0.1 -0.1
N 0.83611 -1.89810 -0.10024 0.0 -0.1 0.2
N -2.18166 0.77838 1.43860 0.0 0.0 0.0
C -3.08715 0.34480 2.32144 0.0 0.0 0.0
C -2.84050 -0.99402 2.54492 0.0 0.0 0.0
C -1.75235 -1.29752 1.73671 0.0 0.0 0.0
N -1.34917 -0.21532 1.05983 0.0 0.1 0.0
H -2.10853 1.70015 1.03686 0.0 0.0 0.0
H -3.83403 1.00955 2.72198 0.0 0.0 0.0
H -3.37506 -1.65644 3.20136 0.0 0.0 0.0
H -1.24059 -2.23571 1.60913 0.0 0.0 0.0
```
Positions in Å, forces in eV/Å.

Results
- E_HOMO (alpha / beta): -12.881 / -13.712 eV
- Total charge: +1
- Multiplicity: 5
- LUMO level (alpha / beta): -4.58 / -7.69 eV

natural (NBO) atomic charge list, values in e, 4 entries: Ru 0.961; S 0.062; C -0.194; C 0.187

Question: What is the total charge in the second record?
Answer: +1